18
Properties=species:S:1:pos:R:3:forces:R:3:mulliken_charge:R:1 method="wB97M-V/def2-TZVPD" lumo_ev="-7.69 / -14.40" spin_multiplicity=2 relative_energy_kcal_mol=45.0 max_force_ev_per_a=2.61 s2=0.755 homo_energy_ev="-20.87 / -20.83" total_charge=+2
C -0.8174 1.2894 -0.1394 1.713 1.762 -0.332 -0.613
C 0.5724 0.9999 0.5542 -0.276 -0.248 0.223 -0.684
C 0.9664 -0.5033 0.7351 -0.874 2.269 0.409 -0.681
C 0.7926 -1.3773 -0.5557 2.099 -1.309 0.840 -0.365
O 1.0013 -0.7253 -1.7606 0.417 -0.499 0.913 -0.111
N -1.8717 0.2901 0.1668 -0.618 -0.634 1.347 -0.213
H -0.6270 1.4547 -1.2042 -0.716 -0.559 0.014 0.319
H -1.1514 2.2678 0.2408 -0.041 -0.479 -0.153 0.387
H 1.4007 1.5357 0.0761 -0.521 -0.030 -0.541 0.400
H 0.4979 1.5190 1.5117 0.231 -0.598 0.352 0.411
H 0.4909 -0.8142 1.6658 -0.453 -1.004 -0.485 0.441
H 2.0338 -0.6287 0.9946 -0.160 0.217 -0.469 0.380
H 1.5493 -2.1711 -0.3974 -0.421 0.022 -0.605 0.450
H -0.1406 -1.9716 -0.7172 -0.582 0.403 0.336 0.353
H 1.7661 -1.2172 -2.1489 -0.153 0.399 -0.860 0.469
H -1.5604 -0.2058 1.0107 -0.003 -0.475 -0.284 0.318
H -2.1300 -0.3836 -0.5561 0.245 0.056 -0.149 0.336
H -2.7730 0.6416 0.5238 0.115 0.706 -0.555 0.403